Entry 1:
Computed, not measured: a gas-phase ion, C5H11FN (charge +1) at a distorted geometry, with ωB97M-V/def2-TZVPD.

Structure (XYZ):
```
18
Properties=species:S:1:pos:R:3
C 0.343 -0.692 1.309
C -0.273 0.726 1.404
C 1.111 -0.596 -0.004
C -0.109 1.302 -0.009
C -1.028 -0.738 -1.447
N 0.210 0.088 -0.836
F 0.829 0.618 -2.017
H 0.872 -1.124 2.172
H -0.471 -1.350 1.162
H -1.267 0.733 1.513
H 0.236 1.342 2.184
H 2.031 0.028 0.145
H 1.463 -1.559 -0.340
H -0.940 1.963 -0.350
H 0.734 2.052 -0.255
H -1.383 -0.354 -2.394
H -0.580 -1.660 -1.608
H -1.778 -0.779 -0.630
```

Summary:
HOMO-LUMO gap (eV): 12.99
E_HOMO (eV): -16.460
SMILES: C[N+]1(F)CCCC1
Net charge: +1
Molar mass (g mol⁻¹): 104.15
Energy relative to the best compared isomer or geometry (same formula, charge and spin) (kcal/mol): 81.25
E_tot (eV): -9561.1640

***

Entry 2:
Computed, not measured: a molecular structure, C19H35Ba2N4O at a distorted geometry, with ωB97M-V/def2-TZVPD.

Structure (XYZ):
```
61
Properties=species:S:1:pos:R:3
Ba -1.362 -0.114 -5.141
Ba 0.329 -3.933 -4.465
C 0.400 -2.233 -1.022
C -1.044 -1.957 -1.546
C -1.601 -0.701 -0.873
O -1.275 -2.139 -2.982
H 0.776 -3.255 -1.072
H 0.335 -2.059 0.052
H 1.139 -1.584 -1.492
H -1.672 -2.729 -1.101
H -2.659 -0.620 -1.123
H -1.137 0.257 -1.105
H -1.510 -0.848 0.203
C 1.831 1.799 -1.769
C 1.355 3.289 -1.715
C 0.529 3.660 -2.946
C -0.620 2.722 -3.148
N -1.582 2.064 -3.405
H 2.747 1.644 -2.339
H 1.065 1.166 -2.217
H 1.930 1.360 -0.776
H 2.294 3.823 -1.566
H 0.699 3.429 -0.856
H 1.059 3.671 -3.898
H 0.063 4.639 -2.829
C 4.074 -6.018 1.665
C 3.309 -4.735 1.312
C 1.862 -4.641 1.725
C 1.788 -4.841 3.203
N 1.817 -5.077 4.335
H 5.060 -6.191 1.233
H 3.512 -6.897 1.349
H 4.106 -6.236 2.732
H 3.347 -4.688 0.224
H 3.831 -3.832 1.627
H 1.420 -5.530 1.276
H 1.324 -3.769 1.354
C -5.323 3.521 -1.701
C -4.906 3.302 -0.201
C -3.469 2.682 -0.150
C -2.552 3.756 -0.521
N -1.875 4.596 -0.944
H -6.361 3.849 -1.768
H -5.304 2.507 -2.102
H -4.664 4.184 -2.262
H -5.577 2.628 0.331
H -4.994 4.303 0.221
H -3.242 2.004 -0.973
H -3.285 2.156 0.788
C -0.056 1.598 2.778
C 0.935 0.494 2.417
C 1.955 0.252 3.545
C 2.896 1.377 3.562
N 3.686 2.233 3.606
H -0.928 1.775 2.148
H 0.229 2.649 2.829
H -0.461 1.492 3.784
H 1.334 0.619 1.410
H 0.257 -0.359 2.380
H 2.698 -0.536 3.424
H 1.471 0.024 4.495
```

Summary:
HOMO-LUMO gap (eV): 4.06
E_HOMO (eV): -16.189
Net charge: +3
Molar mass (g mol⁻¹): 610.17
Energy relative to the best compared isomer or geometry (same formula, charge and spin) (kcal/mol): 39.27
E_tot (eV): -29636.7899

***

Entry 3:
Computed, not measured: a molecular structure, C64H165BN15O24V at a distorted geometry, with ωB97M-V/def2-TZVPD.

Structure (XYZ):
```
270
Properties=species:S:1:pos:R:3
O 23.285 13.256 11.677
V 21.868 13.921 11.952
O 18.003 20.376 18.418
C 18.216 19.225 18.609
O 17.797 18.280 17.769
B 18.405 16.998 18.095
O 19.067 17.178 19.425
C 19.100 18.513 19.654
O 19.652 18.967 20.602
O 19.511 16.694 17.036
C 19.186 15.627 16.326
O 19.763 15.066 15.384
C 17.846 15.098 16.939
O 17.516 15.852 18.010
O 17.347 14.107 16.457
C 20.679 12.445 18.177
C 19.860 11.192 18.290
C 20.324 10.108 17.259
O 19.694 8.886 17.422
C 20.484 7.793 17.975
N 19.908 10.755 19.667
H 20.541 12.804 17.100
H 21.763 12.222 18.378
H 20.227 13.279 18.866
H 18.787 11.437 18.010
H 21.392 10.079 17.374
H 20.137 10.486 16.188
H 19.941 6.881 17.708
H 20.600 7.969 19.038
H 21.441 7.883 17.556
H 19.825 11.565 20.192
H 19.157 10.200 19.985
C 22.049 10.803 14.343
C 22.227 12.230 14.758
C 23.661 12.699 14.785
O 23.833 14.104 14.949
C 24.089 14.521 16.286
N 21.335 13.191 13.921
H 22.352 10.111 15.162
H 22.706 10.599 13.500
H 21.041 10.577 14.086
H 21.879 12.344 15.813
H 24.094 12.450 13.898
H 24.184 12.170 15.545
H 23.277 14.354 17.009
H 24.245 15.574 16.282
H 24.981 14.082 16.738
H 20.407 12.749 13.745
H 21.059 14.022 14.521
C 22.724 17.477 18.494
C 23.248 16.740 19.632
C 22.529 17.109 20.918
O 22.753 18.470 21.084
C 22.514 18.809 22.461
N 23.187 15.190 19.399
H 23.296 17.434 17.563
H 22.699 18.532 18.735
H 21.704 17.152 18.276
H 24.299 17.013 19.752
H 22.879 16.568 21.750
H 21.417 16.988 20.828
H 22.609 19.913 22.460
H 23.174 18.223 23.131
H 21.461 18.644 22.718
H 23.815 14.795 20.138
H 22.325 14.898 19.781
C 16.806 10.484 15.084
C 17.556 11.117 13.921
C 16.586 11.813 12.963
O 17.267 12.481 11.955
C 16.438 12.647 10.797
N 18.610 12.092 14.349
H 17.352 9.826 15.751
H 16.183 9.732 14.668
H 16.177 11.139 15.637
H 18.072 10.365 13.310
H 15.907 12.505 13.537
H 16.026 10.929 12.598
H 15.581 13.310 10.892
H 16.040 11.738 10.289
H 16.976 13.098 9.972
H 18.158 12.967 14.563
H 18.851 11.834 15.293
C 15.009 19.233 20.546
C 14.983 20.236 21.690
C 16.122 21.138 21.479
O 16.252 21.998 22.634
C 17.168 23.004 22.481
N 13.619 20.791 21.719
H 14.139 18.593 20.436
H 15.925 18.647 20.534
H 14.981 19.877 19.706
H 15.171 19.711 22.647
H 15.987 21.703 20.510
H 17.087 20.638 21.366
H 17.277 23.537 23.444
H 16.858 23.774 21.746
H 18.184 22.671 22.197
H 13.612 21.510 22.453
H 13.217 21.135 20.859
C 17.690 21.133 27.599
C 18.840 21.109 26.519
C 18.439 20.059 25.558
O 18.705 18.775 26.104
C 18.269 17.709 25.267
N 19.035 22.358 25.814
H 17.602 21.994 28.225
H 17.740 20.174 28.143
H 16.728 21.199 27.058
H 19.807 20.808 27.015
H 19.026 20.136 24.674
H 17.429 20.136 25.172
H 18.745 17.694 24.298
H 17.141 17.686 25.184
H 18.507 16.820 25.745
H 18.256 22.962 25.673
H 19.344 22.106 24.861
C 19.738 23.305 13.084
C 18.366 23.342 13.717
C 18.555 23.591 15.228
O 19.307 22.535 15.800
C 19.568 22.613 17.220
N 17.502 24.201 12.856
H 20.343 22.592 13.675
H 20.099 24.285 13.054
H 19.616 22.984 12.021
H 17.797 22.395 13.630
H 17.556 23.668 15.721
H 18.991 24.519 15.442
H 20.367 23.332 17.389
H 19.908 21.633 17.580
H 18.763 22.875 17.920
H 17.873 25.137 12.870
H 16.525 24.212 13.192
C 14.152 15.293 20.563
C 15.236 14.329 20.986
C 15.154 12.958 20.317
O 13.892 12.427 20.557
C 13.398 11.551 19.567
N 16.572 14.876 20.767
H 13.236 14.871 20.852
H 14.133 15.467 19.467
H 14.347 16.201 21.114
H 15.137 14.116 22.080
H 15.893 12.314 20.802
H 15.430 13.039 19.252
H 13.854 10.554 19.615
H 13.514 11.923 18.496
H 12.348 11.386 19.806
H 16.570 15.512 19.978
H 16.825 15.581 21.611
C 17.843 19.182 13.044
C 16.359 19.245 13.365
C 15.913 17.859 13.951
O 16.098 16.807 12.936
C 15.898 15.519 13.539
N 16.085 20.359 14.225
H 18.199 20.205 12.832
H 18.061 18.386 12.237
H 18.412 18.934 13.961
H 15.770 19.394 12.448
H 14.829 17.976 14.202
H 16.468 17.588 14.818
H 16.421 15.473 14.467
H 16.240 14.735 12.865
H 14.902 15.294 13.816
H 16.352 20.220 15.192
H 15.061 20.477 14.256
C 22.219 17.796 13.992
C 21.728 16.457 13.517
C 20.577 16.697 12.532
O 20.235 15.439 11.943
C 18.937 15.134 12.277
N 22.742 15.594 12.833
H 23.155 17.708 14.622
H 21.462 18.172 14.677
H 22.477 18.473 13.171
H 21.346 15.877 14.328
H 20.895 17.368 11.680
H 19.758 17.146 13.053
H 18.299 15.905 11.798
H 18.707 15.175 13.340
H 18.675 14.205 11.887
H 23.305 16.086 12.142
H 23.365 15.166 13.573
C 19.012 11.876 22.837
C 19.499 13.336 22.846
C 20.838 13.333 23.514
O 21.479 14.575 23.316
C 22.839 14.447 23.706
N 19.652 13.742 21.413
H 18.434 11.615 23.729
H 19.829 11.248 22.560
H 18.279 11.758 21.994
H 18.759 13.894 23.387
H 21.427 12.573 22.962
H 20.779 13.079 24.584
H 23.084 15.436 24.060
H 23.429 14.169 22.808
H 23.027 13.612 24.414
H 20.252 14.601 21.316
H 18.665 14.008 21.034
C 11.738 13.716 16.475
C 13.114 13.887 15.876
C 14.098 14.733 16.666
O 13.330 15.803 17.286
C 14.104 16.999 17.300
N 13.791 12.627 15.656
H 11.107 14.626 16.319
H 11.641 13.497 17.503
H 11.254 12.902 15.958
H 12.963 14.292 14.866
H 15.009 15.069 16.177
H 14.500 14.242 17.550
H 13.568 17.584 18.001
H 14.094 17.482 16.352
H 15.126 16.879 17.643
H 13.161 11.999 15.174
H 14.029 12.226 16.595
C 4.837 13.944 18.914
C 5.571 13.236 17.786
C 5.395 11.757 17.936
O 6.277 11.208 18.919
C 7.541 11.116 18.442
N 5.004 13.594 16.478
H 4.601 14.943 18.621
H 5.463 13.996 19.824
H 3.928 13.510 19.209
H 6.673 13.591 17.834
H 5.728 11.314 16.989
H 4.337 11.411 18.159
H 8.076 10.639 19.227
H 7.978 12.124 18.355
H 7.688 10.543 17.506
H 5.657 13.917 15.781
H 4.444 12.908 16.103
C 21.410 14.171 7.468
C 21.072 14.015 8.980
C 21.062 12.591 9.454
O 20.544 12.717 10.800
C 20.026 11.423 11.298
N 21.995 14.770 9.868
H 21.937 13.271 7.174
H 22.083 15.010 7.286
H 20.569 14.304 6.778
H 19.995 14.420 9.132
H 22.056 12.121 9.507
H 20.409 11.908 8.870
H 19.203 11.122 10.678
H 19.687 11.652 12.321
H 20.913 10.736 11.232
H 21.791 15.775 9.752
H 22.980 14.592 9.608
C 14.741 25.048 18.892
C 13.496 24.225 18.490
C 13.863 22.916 17.803
O 12.693 22.056 17.711
C 12.890 20.963 16.847
N 12.836 23.888 19.743
H 14.468 25.982 19.342
H 15.417 25.278 18.114
H 15.318 24.495 19.612
H 12.890 24.803 17.822
H 14.693 22.416 18.330
H 14.214 23.134 16.789
H 13.627 20.282 17.203
H 13.078 21.269 15.834
H 11.969 20.421 16.669
H 11.901 23.428 19.642
H 12.684 24.727 20.328
```

Summary:
HOMO-LUMO gap (alpha / beta) (eV): 6.73 / 6.99
E_HOMO (alpha / beta) (eV): -9.842 / -9.842
Net charge: +1
Molar mass (g mol⁻¹): 1590.86
Multiplicity: 2
Expectation value of S²: 0.771
E_tot (eV): -166891.0325

***

Entry 4:
Computed, not measured: a single CHF2NO3 molecule at a distorted geometry, with ωB97M-V/def2-TZVPD.

Structure (XYZ):
```
8
Properties=species:S:1:pos:R:3
C 1.791 0.465 2.138
N 0.857 0.191 1.232
O -0.346 0.290 1.408
O 1.310 -0.049 -0.162
O 0.347 -0.325 -1.166
F 3.087 0.447 1.764
F 1.542 0.561 3.389
H 0.633 0.096 -1.916
```

Summary:
HOMO-LUMO gap (eV): 9.62
E_HOMO (eV): -9.224
SMILES: [O-][N+](OO)=C(F)F
Molar mass (g mol⁻¹): 113.02
Energy relative to the best compared isomer or geometry (same formula, charge and spin) (kcal/mol): 129.88
E_tot (eV): -14112.6145

***

Q: Among the records above, which one has the highest E_tot?
A: C5H11FN

***

Q: Among the records above, which one has the lowest molar mass?
A: C5H11FN

***

Q: The lowest molar mass belongs to which entry?
A: C5H11FN

***

Q: The lowest E_tot belongs to which entry?
A: C64H165BN15O24V